Entry from the Open Molecules 2025 dataset: a cluster of 3 separate species, C25H21F6NO2 in total at a distorted geometry (ωB97M-V/def2-TZVPD).

```
55
Properties=species:S:1:pos:R:3:mulliken_charge:R:1
C 3.46018 -1.12945 0.45227 -1.14
C 2.37882 -1.73683 -0.42779 0.46
F 2.22764 -3.09158 -0.12268 -0.42
C 1.04782 -1.04381 -0.32198 0.28
C -0.13613 -1.77324 -0.23099 -1.14
C -1.38888 -1.16450 -0.12892 0.88
C -2.64392 -1.97853 0.00356 -1.55
C -3.47086 -2.00542 -1.28043 -0.59
C -4.85473 -2.54227 -1.03317 0.80
F -4.81588 -3.78363 -0.50620 -0.29
F -5.56288 -1.78498 -0.18734 -0.24
F -5.55779 -2.62677 -2.17430 -0.29
C -1.39846 0.21960 -0.14045 0.88
C -0.22658 0.95080 -0.23489 -0.49
C 1.00489 0.34185 -0.31481 -0.63
C -0.56035 2.39332 -0.21668 0.11
O 0.18387 3.32898 -0.30930 -0.57
N -1.98534 2.50298 -0.09687 -0.27
C -2.52788 1.17569 -0.05136 0.40
O -3.70514 0.93732 0.00250 -0.57
H 3.05567 -0.53093 1.26571 0.30
H 4.13017 -0.52054 -0.14312 0.19
H 4.05747 -1.92052 0.90150 0.41
H 2.69847 -1.69992 -1.47236 0.10
H -0.06798 -2.85179 -0.22949 0.54
H -2.39283 -2.99791 0.28935 0.61
H -3.25547 -1.55476 0.79991 0.45
H -3.59026 -1.01239 -1.70730 0.35
H -3.02875 -2.66060 -2.02997 0.37
H 1.90383 0.94122 -0.37963 0.70
H -2.22613 3.02932 0.73770 0.33
F 0.21332 -0.23668 2.46996 0.14
C -0.23750 0.24914 3.64533 0.33
C -1.45806 0.89318 3.67492 -0.20
C -1.91894 1.38979 4.88582 -0.54
C -1.15874 1.24145 6.03724 -0.59
C 0.06516 0.58847 5.97945 -0.42
C 0.53464 0.08159 4.77657 -0.70
H -2.03951 0.99048 2.76705 0.44
H -2.87719 1.88974 4.92832 0.39
H -1.52131 1.63113 6.97855 0.38
H 0.65978 0.47181 6.87538 0.36
H 1.48227 -0.43555 4.70925 0.42
F 4.54623 0.87649 -1.91286 -0.39
C 3.75458 1.10343 -2.98659 0.41
C 3.58361 0.09143 -3.90900 -0.29
C 2.75572 0.32363 -4.99825 -0.49
C 2.12245 1.54975 -5.14781 -0.54
C 2.31429 2.54936 -4.20353 -0.43
C 3.13611 2.33063 -3.10738 -0.34
H 4.09225 -0.85409 -3.77362 0.47
H 2.60573 -0.45765 -5.73111 0.38
H 1.47904 1.72552 -5.99910 0.41
H 1.82166 3.50538 -4.31727 0.39
H 3.29181 3.09088 -2.35381 0.43
```

Results
ΔE to the lowest compared entry with this formula, charge and spin   0.0 kcal/mol
Net charge   0

Entry from the Open Molecules 2025 dataset: a cluster of 2 separate species, C16H41BNO10P2 in total at a distorted geometry (ωB97M-V/def2-TZVPD).

```
71
Properties=species:S:1:pos:R:3:mulliken_charge:R:1
C -2.79279 -1.88902 3.99220 -0.66
C -3.16272 -3.39179 3.45079 -0.17
O -4.44315 -3.49977 2.73324 -0.41
C -4.60324 -2.44986 1.71371 -0.55
C -3.38624 -2.35476 0.61847 0.50
O -2.76641 -3.64329 0.26444 -0.41
C -1.81208 -3.39891 -0.82767 -0.37
C -0.21582 -3.42381 -0.32784 0.01
O 0.53827 -2.74636 -1.39306 -0.16
C 1.84398 -2.25436 -0.94217 -0.64
B 1.89441 -0.59418 -0.70627 0.41
C 1.08238 -0.36097 0.74267 -0.33
N -0.38716 -0.04333 0.55939 -0.27
C 3.48036 -0.24902 -0.44683 -0.94
C 3.88888 1.33109 -0.52235 -0.14
C 3.75813 2.12952 0.94192 -0.84
P 2.59052 3.65172 0.86665 0.75
O 3.24773 4.75103 1.84571 -0.77
O 1.02889 3.11232 1.42744 -0.03
C 0.40177 4.07865 2.34222 -0.23
C -0.99412 3.40485 2.95947 -0.91
O 2.56322 4.40489 -0.72013 -0.36
C 1.44268 5.34990 -0.85115 0.01
C 1.15715 5.66892 -2.46323 -0.95
P 1.04618 0.41350 -2.08785 0.89
O -0.37973 -0.09608 -2.53497 -0.71
O 0.77702 2.03698 -1.41711 -0.39
O 2.07497 0.57663 -3.48324 -0.66
H -1.74588 -1.97360 4.55955 0.30
H -3.54713 -1.47272 4.80341 0.26
H -2.59829 -1.09744 3.12278 0.04
H -2.28847 -3.89903 2.81732 0.16
H -3.26722 -4.08079 4.41826 0.29
H -4.84422 -1.37545 2.16946 0.26
H -5.58211 -2.73956 1.09560 0.34
H -2.60771 -1.56276 0.98852 -0.38
H -3.86859 -1.92836 -0.38463 0.35
H -1.94204 -2.32544 -1.33341 0.15
H -1.94455 -4.16891 -1.72825 0.18
H -0.08704 -2.96872 0.74256 0.12
H 0.12019 -4.56876 -0.34433 0.18
H 2.66964 -2.50320 -1.73379 0.02
H 2.17079 -2.81413 0.06049 0.19
H 1.53997 0.50189 1.38945 0.01
H 1.23296 -1.35707 1.38328 0.19
H -0.80853 -0.20918 1.52283 0.16
H -0.88046 -0.72872 -0.05307 -0.02
H 4.20221 -0.84785 -1.17354 0.16
H 3.75462 -0.63077 0.64581 0.17
H 5.05925 1.36021 -0.75842 0.31
H 3.38271 1.94780 -1.37794 0.18
H 4.83252 2.56194 1.23099 0.38
H 3.49695 1.36474 1.80835 0.41
H 0.07361 5.04243 1.76403 0.22
H 1.05605 4.37068 3.26849 0.30
H -0.75149 2.64781 3.82420 0.24
H -1.55174 2.82061 2.08434 0.21
H -1.68632 4.24152 3.44227 0.32
H 1.69400 6.38434 -0.31200 0.32
H 0.46415 4.85456 -0.44309 0.04
H 0.54505 4.75754 -2.93004 0.18
H 0.46814 6.64115 -2.53150 0.31
H 2.17957 5.79738 -3.03596 0.26
H -0.23686 2.12557 -1.33078 0.24
H 3.02636 0.47719 -3.12663 0.36
C -1.73191 -4.32483 -5.36778 -0.60
O -1.47394 -4.33841 -3.97582 -0.47
H -2.26940 -5.23676 -5.63840 0.22
H -2.34504 -3.45545 -5.61723 0.27
H -0.78631 -4.28616 -5.91423 0.25
H -0.99659 -3.51781 -3.76559 0.26
```

Results
Net charge   -1

Entry from the Open Molecules 2025 dataset: a cluster of 3 separate species, C25H53BFI2OP in total at a distorted geometry (ωB97M-V/def2-TZVPD).

```
84
Properties=species:S:1:pos:R:3:mulliken_charge:R:1
C -3.89703 -0.13618 -1.28836 -0.93
C -2.85069 -0.61942 -0.59742 0.09
C -2.90449 -0.87156 0.88934 -1.42
P -2.04514 0.37601 1.98733 1.21
C -0.58431 0.19919 3.12562 -1.34
C -0.57656 1.11670 4.36123 -0.22
C 0.76181 0.87424 5.08590 -1.49
B -2.78685 2.19020 1.81501 0.34
O -2.24482 3.19345 2.57976 -0.74
C -4.03276 2.56349 0.90046 -0.33
C -5.34183 1.77984 1.14807 -1.13
C -0.71018 0.76525 0.48921 -0.64
I -0.67592 2.71368 -0.42459 -0.21
C 0.20696 -0.05840 -0.02748 0.46
C 1.19980 0.25424 -1.12113 -1.53
I 0.37426 -2.07108 0.61735 0.01
C -3.26921 -0.08139 3.44380 -0.04
C -3.86279 1.05953 4.26832 -1.54
F -2.69831 -0.99521 4.36527 -0.43
H -3.67682 0.38125 -2.21372 0.16
H -4.91644 -0.22391 -0.94097 0.40
H -1.98197 -0.89440 -1.17971 0.34
H -3.97798 -0.88328 1.06560 0.66
H -2.57687 -1.88134 1.12950 0.60
H 0.34216 0.47992 2.63327 0.82
H -0.41175 -0.83263 3.41615 0.78
H -0.57195 2.16369 4.08035 0.16
H -1.34289 0.84736 5.07811 0.20
H 0.86263 -0.15637 5.41747 0.36
H 0.89199 1.58619 5.89623 0.47
H 1.56912 1.04869 4.37393 0.30
H -2.96459 3.74662 2.89573 0.29
H -4.26194 3.61794 1.07362 0.49
H -3.72005 2.52398 -0.13945 0.22
H -5.21961 0.85588 1.70558 0.28
H -6.03737 2.40448 1.70568 0.33
H -5.84932 1.53915 0.21902 0.30
H 1.85511 -0.59684 -1.28704 0.47
H 1.81456 1.10245 -0.83469 0.39
H 0.67948 0.45294 -2.05458 0.19
H -4.14392 -0.63634 3.10448 0.64
H -4.74562 1.50000 3.81234 0.37
H -4.25823 0.57841 5.16697 0.48
H -3.16116 1.79891 4.63690 0.18
C -0.41090 0.78841 -8.97643 -1.21
C -1.40482 1.30705 -7.94120 -0.37
C -0.77268 2.22810 -6.89904 -0.71
C 0.30780 1.57844 -6.03344 -0.80
C -0.14486 0.34303 -5.25760 -0.56
C -1.25609 0.63263 -4.25295 -0.99
H 0.36890 0.17865 -8.51783 0.29
H -0.91735 0.16789 -9.71703 0.38
H 0.06843 1.61537 -9.50419 0.29
H -1.89820 0.46295 -7.45163 0.25
H -2.19204 1.86185 -8.45833 0.38
H -1.56211 2.62979 -6.25745 0.32
H -0.33413 3.09172 -7.40888 0.40
H 0.67863 2.32577 -5.32455 0.36
H 1.16406 1.30894 -6.65806 0.34
H 0.71751 -0.06110 -4.71949 0.32
H -0.46831 -0.44184 -5.94663 0.40
H -0.93796 1.38855 -3.53171 0.15
H -1.51593 -0.27245 -3.69899 0.23
H -2.16366 0.98828 -4.74347 0.55
C 3.53861 -1.06821 3.10677 -0.35
C 3.82428 -2.55600 3.28018 -0.36
C 5.25588 -2.85407 3.72168 -0.82
C 6.33810 -2.41388 2.73500 -0.72
C 6.21320 -3.00994 1.33386 -0.29
C 6.33036 -4.53123 1.30749 -1.20
H 4.15731 -0.62687 2.32303 0.24
H 2.49547 -0.91632 2.82576 -0.25
H 3.72223 -0.52454 4.03579 0.33
H 3.59698 -3.08272 2.34885 0.16
H 3.14039 -2.95863 4.03262 0.35
H 5.35048 -3.92654 3.91400 0.34
H 5.44137 -2.36134 4.68143 0.36
H 7.31466 -2.68370 3.14955 0.42
H 6.33875 -1.32311 2.65568 0.30
H 7.00375 -2.58731 0.70810 0.37
H 5.26743 -2.70730 0.87572 0.19
H 7.28496 -4.85522 1.72712 0.29
H 6.27175 -4.90267 0.28342 0.38
H 5.52925 -5.00775 1.87436 0.28
```

Results
Net charge   0

Entry from the Open Molecules 2025 dataset: a cluster of 15 separate species, C23H76N2O15 in total at a distorted geometry (ωB97M-V/def2-TZVPD).

```
116
Properties=species:S:1:pos:R:3:mulliken_charge:R:1
C -6.08600 -4.89200 20.69400 0.71
C -7.41900 -5.44800 21.11100 -0.69
O -8.30000 -5.67400 20.07600 -0.58
H -5.32600 -5.69600 20.62600 -0.15
H -5.80200 -4.41700 21.55700 -0.33
H -6.17100 -4.13800 19.98200 0.49
H -8.02900 -4.67800 21.77100 0.08
H -7.30200 -6.36000 21.65900 0.33
H -8.56100 -4.81500 19.70700 0.34
C -5.09300 1.47400 24.48600 -1.93
C -5.07100 0.05500 23.93400 1.47
O -6.36700 -0.26900 23.65500 -0.69
H -5.69600 2.03400 23.83500 0.53
H -4.13200 1.92800 24.66900 0.35
H -5.68600 1.43800 25.33500 0.45
H -4.60300 -0.72100 24.58300 -0.12
H -4.51800 -0.06600 22.96500 -0.40
H -6.37500 -1.12400 23.30300 0.34
C -3.00400 -5.10700 17.02400 -1.33
C -4.00600 -4.48200 17.98400 0.81
O -4.93500 -3.87200 17.18800 -0.54
H -3.57800 -5.70000 16.28000 0.43
H -2.41400 -5.74600 17.62400 0.29
H -2.46500 -4.28300 16.52900 0.25
H -3.43000 -3.88400 18.70600 -0.33
H -4.54700 -5.22800 18.52300 0.22
H -5.48600 -4.54300 16.73700 0.40
C -2.57600 -7.34900 20.04500 -1.43
C -2.20000 -5.94400 20.64700 1.70
O -0.92900 -5.83300 21.43400 -0.63
H -2.62500 -8.12500 20.83600 0.34
H -1.84900 -7.62100 19.30000 0.44
H -3.59600 -7.27600 19.56700 0.26
H -2.91700 -5.42900 21.23500 -0.57
H -2.05800 -5.19300 19.86700 -0.59
H -0.72900 -4.97000 21.73400 0.10
C -4.02200 -0.74400 17.83100 -0.32
C -4.33500 0.49700 16.93000 -0.81
O -5.11800 1.40200 17.69400 -0.56
H -4.84000 -1.46800 17.87800 0.18
H -3.78600 -0.40100 18.77600 0.00
H -3.21000 -1.11900 17.38400 0.51
H -5.04200 0.17800 16.21400 0.34
H -3.55300 1.02400 16.38900 0.37
H -6.00900 1.10800 17.84300 0.30
C -1.49700 0.91900 21.26300 -1.28
C -0.38900 0.00300 21.43900 0.94
O 0.78900 0.62000 21.92100 -0.64
H -1.21800 1.75800 20.64300 0.47
H -1.96400 1.44400 22.08300 0.35
H -2.21400 0.17700 20.81100 0.10
H -0.04500 -0.45600 20.55200 0.17
H -0.59700 -0.79400 22.12700 -0.55
H 0.51700 1.32400 22.49800 0.36
C -2.04700 -0.10100 25.09900 0.21
C -0.63300 -0.03600 25.75700 -0.54
O -0.63100 1.19700 26.37500 -0.59
H -2.33000 -1.08900 24.70700 -0.28
H -2.10500 0.63300 24.20100 -0.30
H -2.81300 0.16800 25.78800 0.68
H 0.05200 -0.08400 24.91600 0.18
H -0.50900 -0.88200 26.40200 0.23
H -0.02700 1.83400 25.91300 0.38
C 1.88700 -2.58100 24.77900 -1.17
C 1.67400 -2.38600 23.24200 1.65
O 2.86300 -2.73900 22.54600 -0.65
H 0.98800 -2.15400 25.25100 -0.05
H 2.61400 -1.80400 24.94900 0.44
H 2.20600 -3.51500 25.17200 0.42
H 1.55300 -1.31400 23.03600 0.18
H 0.85900 -2.81300 22.79300 -1.13
H 3.10400 -3.65300 22.64000 0.34
C -2.66900 -2.85000 22.17100 -0.08
O -1.39000 -3.18900 22.53900 0.20
N -3.62300 -2.83400 23.07800 1.94
N -3.00700 -2.41400 20.99400 2.25
H -3.33600 -3.25100 23.98400 -0.38
H -4.62300 -2.86200 22.93400 -1.30
H -2.21900 -2.34900 20.32100 -0.45
H -3.95700 -2.10400 20.81200 -0.93
C -6.33000 -3.53200 24.51200 -0.55
O -6.62600 -2.85300 23.30000 -0.54
H -5.70100 -2.91400 25.17400 0.14
H -5.56800 -4.27000 24.23800 0.00
H -7.15200 -4.03600 25.01400 0.43
H -7.60300 -2.66000 23.29400 0.42
C 0.54900 -5.84700 24.01400 -0.39
O 1.06400 -5.94800 25.33300 -0.52
H 0.94200 -6.64300 23.33600 0.38
H 0.45700 -4.83500 23.63700 -0.02
H -0.49300 -6.03700 24.12400 0.20
H 0.70100 -6.75700 25.62800 0.30
C -1.57700 -3.99300 25.77400 -0.54
O -2.96700 -3.95200 25.50700 -0.61
H -1.05300 -3.47900 25.01100 -0.23
H -1.13200 -4.95600 25.92100 0.44
H -1.32800 -3.47900 26.66800 0.52
H -3.39200 -4.54500 26.13800 0.28
C -5.99300 -0.46600 20.52700 -1.15
O -5.65100 -1.81500 20.82400 -1.11
H -5.06000 0.08900 20.59900 0.41
H -6.71200 -0.10500 21.12200 0.72
H -6.42100 -0.48700 19.56200 0.23
H -6.44700 -2.32500 21.07300 0.24
C -0.09500 -2.94900 19.58600 -0.78
O -1.06100 -2.26400 18.89400 -0.50
H -0.21100 -4.01200 19.39800 0.39
H -0.07900 -2.73600 20.63600 0.04
H 0.93200 -2.64800 19.27500 0.36
H -1.07500 -2.40200 17.94200 0.24
C -4.01100 -6.60700 23.54200 -0.70
O -3.99300 -7.06900 24.87200 -0.57
H -4.13600 -5.51600 23.49500 0.06
H -4.83900 -7.01300 22.97400 0.43
H -3.12600 -6.84200 23.03400 0.44
H -4.05600 -8.03500 24.81100 0.33
```

Results
ΔE to the lowest compared entry with this formula, charge and spin   53.7 kcal/mol
Net charge   0

The records above give, respectively, HOMO level values of -9.58; -5.46; -8.25; -9.23 eV.
The records above give, respectively, energy values of -1769.757962; -2148.822817; -2120.961369; -2159.682267 Eh.
The records above give, respectively, gap between HOMO and LUMO values of 9.129; 8.103; 8.394; 9.034 eV.